C15H12As2BrCuF36O3 as an isolated structure at a distorted geometry. Source: the Open Molecules 2025 dataset; level of theory: ωB97M-V/def2-TZVPD.

* charge: -2
* largest force on an atom: 3.8 eV/Å
* energy: -13085.947724 Eh

```
70
Properties=species:S:1:pos:R:3:forces:R:3:mulliken_charge:R:1
Cu 1.9514 0.4055 1.6893 -0.3 -0.4 1.0 0.74
As 3.6790 3.2371 7.6271 -0.5 -2.2 0.1 2.01
F 3.6006 2.8710 5.8740 0.1 1.0 1.3 -0.51
F 4.9768 4.4141 7.4802 -0.7 -0.4 -0.3 -0.48
F 3.6922 3.4566 9.3690 0.1 0.1 -0.5 -0.49
F 2.4005 1.9942 7.8505 0.9 1.2 -0.2 -0.49
F 4.9269 1.9080 7.7742 -1.3 1.6 -0.1 -0.52
F 2.4212 4.5384 7.5165 1.3 -1.1 -0.2 -0.52
As 7.0899 -1.9301 2.8677 -0.1 1.7 1.7 2.00
F 7.3378 -0.6466 1.5696 -0.2 -1.8 1.3 -0.52
F 6.7678 -3.2514 1.6797 0.5 1.5 1.2 -0.50
F 6.8444 -2.9594 4.2870 0.0 -0.4 -1.5 -0.47
F 7.3417 -0.6802 4.1905 0.0 -0.7 -2.1 -0.50
F 5.3416 -1.5112 2.8885 1.3 -0.4 -0.5 -0.51
F 8.8468 -2.2839 2.9064 -1.5 0.2 -0.5 -0.50
Br -0.4141 -1.2848 4.5896 0.3 0.3 -0.9 -0.75
C -2.0212 -6.5972 -4.5394 -0.4 -0.3 -1.8 -0.92
C -2.7729 -7.9633 -4.7158 -0.1 3.3 0.9 0.96
C -3.5433 -7.9743 -6.0745 2.2 0.4 -0.4 0.11
F -4.2892 -9.0388 -6.1886 -1.4 -1.5 0.2 -0.25
F -4.2718 -6.8761 -6.3806 -0.2 0.2 0.9 -0.26
F -1.8932 -8.9520 -4.6489 0.4 -0.9 -0.7 -0.29
F -3.5579 -8.0857 -3.6267 -0.9 -0.4 0.0 -0.32
O -1.2004 -6.6586 -3.4348 0.9 1.5 1.6 -0.39
C -0.7680 -5.3778 -3.0012 0.3 -2.0 -1.5 0.89
C 0.1377 -5.6631 -1.7965 -0.3 -1.3 0.4 0.23
F 1.2547 -6.4512 -2.0298 -1.0 1.2 -0.6 -0.25
F 0.4676 -4.4823 -1.3196 0.9 0.9 0.6 -0.23
F -0.1164 -4.7113 -4.0076 -0.3 -0.5 0.6 -0.30
F -1.8217 -4.6059 -2.6714 0.4 -0.2 0.2 -0.28
H -2.6837 -5.7333 -4.4848 -0.5 -0.4 0.0 0.44
H -1.3864 -6.4302 -5.4097 -0.1 -0.1 -0.4 0.35
H -2.7703 -8.0267 -6.8412 0.3 0.0 -0.1 0.27
H -0.4407 -6.2409 -1.0756 -0.2 0.2 0.2 0.23
C 4.3014 4.0149 -0.8011 0.5 0.6 -0.5 -0.97
C 4.2079 2.8601 -1.8204 0.2 1.5 1.2 0.92
C 5.2032 2.8884 -2.9621 -0.5 -1.2 -2.3 0.10
F 4.9530 3.8664 -3.8867 -0.2 0.4 0.7 -0.28
F 6.4637 2.9636 -2.6072 1.4 0.7 1.2 -0.25
F 4.2466 1.6495 -1.2868 1.0 -1.3 1.1 -0.29
F 2.9846 2.9097 -2.3236 -1.7 0.6 -1.4 -0.30
O 3.3727 3.8247 0.2274 -1.3 0.7 0.8 -0.34
C 2.5140 4.9155 0.6498 2.7 -1.3 -2.3 0.78
C 3.4060 6.0103 1.2947 0.5 -0.9 2.5 0.23
F 4.3707 6.5292 0.4985 -0.9 0.2 -0.8 -0.24
F 2.6748 6.9777 1.8873 -0.3 0.4 -0.9 -0.25
F 1.8739 5.3976 -0.4300 -0.3 0.2 0.1 -0.28
F 1.6840 4.3023 1.4448 -0.6 0.6 0.9 -0.25
H 4.0738 4.9046 -1.3883 -0.1 0.1 -0.1 0.42
H 5.2794 4.1982 -0.3563 0.2 -0.5 -0.3 0.49
H 5.1294 1.9570 -3.5236 -0.5 -0.3 0.1 0.26
H 3.9656 5.5533 2.1109 -0.2 -0.5 0.1 0.27
C -6.1739 2.8077 -0.4295 -1.3 0.6 -0.6 -0.84
C -4.6503 2.9935 -0.2944 -0.1 -2.8 0.2 0.90
C -4.0359 1.5365 -0.1644 -1.2 0.8 2.8 0.15
F -4.3278 0.7816 -1.2106 -0.6 -0.3 -1.2 -0.27
F -2.7431 1.4599 0.0507 2.2 0.9 -0.5 -0.27
F -4.0948 3.5478 -1.4062 -0.7 0.6 0.5 -0.30
F -4.4124 3.7169 0.8167 0.5 0.1 -0.4 -0.27
O -6.7964 1.9497 0.5797 -0.9 -0.3 0.1 -0.39
C -8.2386 1.9526 0.6107 2.9 0.7 -0.9 0.86
C -8.7719 0.9247 1.6612 1.6 -1.4 -1.4 0.20
F -8.1809 1.0547 2.8445 0.1 0.9 0.6 -0.23
F -10.0839 1.0153 1.7592 -1.2 0.7 0.2 -0.25
F -8.6510 3.1947 0.8829 -0.5 0.2 0.3 -0.29
F -8.6733 1.6844 -0.6585 -0.3 -0.3 0.8 -0.30
H -6.3710 2.4377 -1.4356 0.0 -0.3 0.1 0.35
H -6.6646 3.7787 -0.3619 0.3 0.2 0.0 0.42
H -4.4230 1.1248 0.7677 -0.9 -0.3 -0.2 0.30
H -8.5393 -0.0928 1.3471 0.1 0.0 -0.5 0.22
```
Forces are in eV/Å.

One molecule with the formula C25H24N2O5S2 at a distorted geometry. Source: the Open Molecules 2025 dataset; level of theory: ωB97M-V/def2-TZVPD.

* largest force on an atom: 1.0 eV/Å
* energy: -2249.167192 Eh

```
58
Properties=species:S:1:pos:R:3:forces:R:3:mulliken_charge:R:1
C -6.9018 -2.7196 -0.8827 0.0 0.1 0.0 -1.65
C -6.0340 -1.6740 -0.2528 0.1 -0.1 0.0 0.96
C -4.6614 -1.7722 -0.3225 -0.1 0.2 0.1 -1.06
C -3.8251 -0.8127 0.2584 -0.4 0.3 0.2 0.47
C -2.4011 -0.8789 0.2054 0.2 0.3 0.3 0.32
C -1.6266 0.0683 0.7811 0.1 -0.3 -0.2 0.30
C -0.1241 0.0443 0.6910 0.1 0.0 0.5 -1.52
N 0.3695 0.0371 -0.6692 0.3 -0.9 -0.5 0.17
C -0.1335 1.0350 -1.5876 -0.1 0.0 -0.6 -0.81
C 0.1722 2.4107 -1.1035 0.2 0.1 0.1 0.52
C -0.6982 3.4201 -0.8366 0.1 -0.3 -0.2 -0.58
C -0.0645 4.5890 -0.3575 0.2 0.2 0.1 -0.55
C 1.2793 4.4457 -0.2588 0.2 -0.2 -0.1 -0.52
S 1.8019 2.8830 -0.7565 -0.5 0.2 0.1 -0.06
S 0.9242 -1.4142 -1.2551 0.2 0.3 0.2 1.46
O 1.1548 -1.2510 -2.6605 0.1 0.2 0.0 -0.81
O 0.0874 -2.5076 -0.8347 0.2 0.1 0.3 -0.77
C 2.4857 -1.5394 -0.3956 -0.5 -0.1 -0.2 -0.25
C 2.7395 -2.6049 0.4472 -0.1 -0.1 0.0 -0.17
C 3.9585 -2.6787 1.0938 0.2 0.2 -0.1 -0.92
C 4.9127 -1.6841 0.9065 -0.1 -0.1 -0.1 0.61
C 4.6268 -0.5860 0.0799 -0.2 -0.1 0.0 0.06
C 3.4073 -0.5312 -0.5818 0.4 0.0 0.1 -0.58
O 5.5107 0.4410 -0.0905 -0.2 -0.1 -0.3 -0.46
C 6.5440 0.4589 0.8712 0.3 -0.3 0.4 -0.46
C 7.1144 -0.9462 1.0524 0.2 0.5 -0.2 -0.45
O 6.1149 -1.8164 1.5409 -0.4 -0.1 0.1 -0.46
C -2.2184 1.2022 1.4854 -0.2 0.1 0.1 -0.12
O -1.5945 2.0934 2.0377 0.1 0.1 0.1 -0.71
N -3.5961 1.2153 1.4981 -0.1 0.3 0.2 -0.07
C -4.4122 0.2758 0.9275 0.0 -0.6 -0.4 -0.37
C -5.8010 0.3767 0.9961 0.0 -0.1 0.0 -0.81
C -6.6136 -0.5789 0.4186 0.3 0.1 0.1 1.24
C -8.1018 -0.4508 0.5071 0.0 0.0 0.0 -1.83
H -7.5500 -2.2779 -1.6388 -0.1 -0.1 -0.1 0.33
H -6.2942 -3.4870 -1.3540 0.0 -0.1 0.0 0.38
H -7.5387 -3.1920 -0.1357 -0.1 -0.1 0.0 0.33
H -4.2022 -2.6054 -0.8340 0.0 -0.1 -0.1 0.45
H -1.9334 -1.7082 -0.3078 0.0 -0.1 -0.1 0.66
H 0.2746 -0.8567 1.1628 -0.1 0.1 0.2 0.72
H 0.2639 0.9255 1.2152 0.0 -0.2 -0.1 0.39
H 0.3589 0.8248 -2.5410 -0.2 0.2 0.0 0.56
H -1.2208 0.9414 -1.7296 0.2 0.0 0.0 0.28
H -1.7609 3.3339 -0.9777 -0.2 -0.1 0.0 0.45
H -0.5923 5.4869 -0.0920 0.0 0.2 0.1 0.39
H 2.0046 5.1590 0.0785 0.1 0.2 0.1 0.45
H 1.9858 -3.3649 0.5723 -0.1 -0.1 0.1 0.55
H 4.2022 -3.5019 1.7459 0.0 -0.1 0.1 0.44
H 3.1896 0.3006 -1.2299 0.0 0.2 -0.1 0.65
H 7.3003 1.1512 0.4995 0.0 -0.1 0.1 0.35
H 6.1535 0.8186 1.8326 0.0 0.0 -0.1 0.30
H 7.9205 -0.9593 1.7871 0.0 0.0 -0.1 0.34
H 7.4874 -1.3128 0.0869 0.0 0.0 0.1 0.29
H -4.0228 1.9948 1.9856 0.2 -0.1 -0.1 0.22
H -6.2419 1.2179 1.5129 -0.1 0.1 0.1 0.29
H -8.5298 -1.3144 1.0145 -0.1 0.0 0.0 0.35
H -8.5412 -0.4027 -0.4885 -0.1 0.0 0.0 0.35
H -8.3817 0.4459 1.0534 -0.1 0.0 0.0 0.35
```
Forces are in eV/Å.

C27H32N3O2Se2W as an isolated structure at a distorted geometry. Source: the Open Molecules 2025 dataset; level of theory: ωB97M-V/def2-TZVPD.

* charge: +3
* largest force on an atom: 1.6 eV/Å
* energy: -6231.759710 Eh

```
67
Properties=species:S:1:pos:R:3:forces:R:3:mulliken_charge:R:1
W 0.0933 1.3588 -0.2133 -0.1 -1.3 1.0 0.39
C -0.6683 -3.6994 1.6611 0.1 -0.1 0.0 -1.21
C -1.1087 -4.4634 0.4380 -0.1 0.3 0.0 1.23
C -1.0979 -5.8571 0.4682 0.0 0.0 0.0 -0.86
C -1.5797 -6.6121 -0.5866 0.0 0.0 0.0 -0.72
C -2.1032 -5.9870 -1.7127 0.0 -0.1 0.0 -0.67
C -2.1246 -4.6091 -1.7764 0.1 0.2 -0.1 -0.75
C -1.6061 -3.8580 -0.7230 0.1 -0.5 0.0 0.24
N -1.6803 -2.4258 -0.8505 -0.2 0.3 0.2 0.23
C -0.6638 -1.5969 -0.7369 0.6 -0.4 -0.3 0.62
N 0.5863 -2.0322 -0.6387 0.0 0.0 0.0 0.25
C 1.7652 -1.2585 -0.7355 0.0 0.2 0.0 1.00
C 1.7647 0.1595 -0.6515 -0.4 0.4 0.1 0.16
C 2.9937 0.8125 -0.8897 0.0 0.3 0.1 -1.16
C 4.1532 0.1051 -1.1250 0.1 -0.1 0.0 -1.27
C 4.1232 -1.2830 -1.1409 -0.1 0.1 0.0 -0.78
C 2.9352 -1.9869 -0.9688 -0.1 0.0 0.0 1.18
C 2.9123 -3.4872 -1.0821 0.0 0.0 0.0 -1.60
N -0.8207 -0.2488 -0.7216 -0.6 0.1 0.0 0.59
C -2.0185 0.5188 -0.8229 0.1 0.4 -0.3 -0.24
C -3.0677 0.4257 0.1229 -0.2 0.0 0.1 -0.14
C -4.1643 1.2383 -0.0030 0.2 -0.3 0.2 -0.78
C -4.2313 2.1701 -1.0520 0.1 0.1 -0.3 -0.73
C -3.2189 2.2652 -1.9840 -0.1 0.2 0.1 -1.16
C -2.0880 1.4455 -1.9065 0.1 -0.4 -0.3 0.47
C -1.0910 1.4257 -3.0453 -0.2 0.1 0.0 -1.24
H -1.0598 -4.1867 2.5528 0.0 0.0 0.0 0.56
H -1.0209 -2.6678 1.6684 0.0 0.0 0.0 0.13
H 0.4205 -3.6934 1.7601 0.0 0.1 0.0 0.26
H -0.7314 -6.3527 1.3586 0.0 0.0 0.0 0.50
H -1.5716 -7.6916 -0.5218 0.0 0.0 0.0 0.44
H -2.4907 -6.5717 -2.5352 0.0 0.0 0.0 0.43
H -2.5276 -4.1077 -2.6487 0.0 0.0 0.0 0.44
H -2.5786 -2.0401 -1.1121 0.0 0.1 0.1 0.37
H 0.7165 -3.0365 -0.7077 -0.1 -0.1 0.0 0.08
H 3.0420 1.8924 -0.8946 0.0 0.1 0.1 0.51
H 5.0818 0.6284 -1.3067 0.0 0.0 0.0 0.48
H 5.0395 -1.8349 -1.3073 0.0 0.0 -0.1 0.45
H 3.9179 -3.8680 -1.2387 0.0 0.0 0.0 0.43
H 2.3114 -3.8113 -1.9370 0.0 0.0 0.0 0.43
H 2.5266 -3.9630 -0.1757 0.0 0.0 0.0 0.37
H -3.0074 -0.3058 0.9207 0.0 0.0 0.0 0.61
H -4.9779 1.1588 0.7055 0.0 0.0 0.0 0.51
H -5.0995 2.8103 -1.1420 0.0 0.0 0.0 0.50
H -3.3063 2.9525 -2.8161 0.0 0.1 0.0 0.56
H -1.0096 2.4126 -3.4981 0.0 0.0 0.0 0.49
H -1.4617 0.7514 -3.8228 0.1 -0.1 0.0 0.43
H -0.0837 1.0732 -2.7870 0.0 0.0 -0.1 0.34
O -0.0166 5.6668 3.3593 0.0 0.1 0.0 -0.51
C 1.2481 5.1254 3.0697 -0.1 0.0 -0.1 -1.09
C 1.0011 3.9349 2.1101 0.0 -0.2 -0.1 1.31
C 2.3825 3.3759 1.7031 0.0 0.0 -0.1 -1.00
O 2.9148 3.9861 0.5488 -0.2 0.1 0.0 -0.44
C 0.1812 2.9374 2.9431 0.3 0.4 -0.1 -1.28
Se -0.4291 1.2283 2.0961 0.6 0.2 -0.2 0.02
C 0.1744 4.4841 0.9407 0.0 0.0 0.5 -1.02
Se 0.2486 3.6129 -0.8852 0.4 0.3 -0.1 -0.01
H 0.0616 6.4479 3.9205 0.0 0.0 0.0 0.37
H 1.7591 4.7630 3.9693 0.0 0.0 0.0 0.47
H 1.9040 5.8505 2.5724 0.0 0.0 0.0 0.48
H 2.2995 2.2963 1.4899 0.0 0.1 0.0 0.21
H 3.0750 3.4724 2.5423 -0.1 -0.1 0.1 0.58
H 3.5168 4.7067 0.7735 0.0 -0.1 0.0 0.36
H -0.7450 3.4080 3.2719 -0.1 -0.1 0.0 0.65
H 0.7308 2.6281 3.8333 0.0 -0.3 -0.1 0.54
H 0.4551 5.5123 0.7164 0.2 -0.1 -0.3 0.53
H -0.8856 4.4947 1.1869 0.0 0.0 -0.1 0.49
```
Forces are in eV/Å.

One molecule with the formula C3H5ClS2 at a distorted geometry. Source: the Open Molecules 2025 dataset; level of theory: ωB97M-V/def2-TZVPD.

* largest force on an atom: 4.7 eV/Å
* energy: -1373.782232 Eh

```
11
Properties=species:S:1:pos:R:3:forces:R:3:mulliken_charge:R:1
C 2.0378 -0.7395 -0.5302 0.5 0.5 4.7 -0.74
S 0.2890 -1.3497 0.0053 1.3 1.9 -0.5 0.04
C -0.4201 0.2802 0.0082 -1.2 0.5 1.2 0.23
S 0.3449 1.7041 -0.3383 -0.8 -0.9 0.1 -0.29
C -1.9152 0.3585 0.6413 0.9 2.6 -0.6 -0.55
Cl -3.0900 -0.3640 -0.6027 0.8 -0.2 1.5 -0.16
H 2.1690 0.3259 0.2166 0.1 -3.5 -1.8 0.22
H 1.8084 -0.2046 -1.4047 0.5 -0.1 -1.8 0.34
H 2.9093 -1.5760 -0.3899 -2.5 2.2 -0.7 0.29
H -1.8136 0.0881 1.7634 -0.9 -0.6 -2.1 0.34
H -2.3196 1.4769 0.6310 1.5 -2.4 0.0 0.29
```
Forces are in eV/Å.

C20H49NO11PS2Si as an isolated structure at a distorted geometry. Source: the Open Molecules 2025 dataset; level of theory: ωB97M-V/def2-TZVPD.

* charge: -1
* largest force on an atom: 5.4 eV/Å
* energy: -3100.959663 Eh

```
85
Properties=species:S:1:pos:R:3:forces:R:3:mulliken_charge:R:1
C 4.8028 -1.8533 -1.2224 0.2 0.0 0.1 -1.27
C 3.8062 -2.0035 -2.3866 0.0 -0.3 -0.2 0.28
P 3.6891 -0.4358 -3.3421 -0.2 0.1 0.1 -0.16
C 2.9244 0.6056 -2.0323 0.1 0.2 0.1 -0.73
S 1.8663 -0.6351 -4.5383 0.2 -0.1 -0.1 0.90
O 2.3057 -1.1506 -5.8200 -0.1 0.3 0.2 -0.70
O 1.3571 0.7293 -4.4602 0.0 -0.2 -0.2 -0.61
N 0.7905 -1.5600 -3.8356 0.0 0.3 0.2 -0.20
S 0.6867 -3.1333 -4.0200 -0.5 -0.3 0.1 1.01
O -0.3312 -3.5017 -4.9803 0.4 -0.1 0.1 -0.68
O 1.9744 -3.7978 -4.1092 -0.2 0.1 -0.1 -0.65
C 0.0357 -3.5942 -2.3967 0.0 0.1 0.1 -0.77
C -1.4890 -3.5291 -2.1627 -0.1 0.1 -0.1 -0.28
O -2.2010 -2.5315 -2.8704 0.3 0.0 0.2 -0.68
Si -2.2830 -0.9061 -2.5145 0.1 -0.6 0.2 0.92
C -2.1930 0.0511 -4.1063 0.0 -0.1 -0.4 -1.12
C -0.9961 -0.3923 -1.2614 0.2 -1.6 1.0 0.05
C -3.9430 -0.5538 -1.7092 -0.1 0.2 0.0 -1.24
H 5.4551 -2.7292 -1.1470 -0.1 0.1 0.0 0.35
H 4.2904 -1.7371 -0.2621 0.0 0.0 -0.1 0.26
H 5.4634 -0.9825 -1.3399 -0.1 -0.1 0.0 0.34
H 2.8166 -2.2987 -2.0231 0.1 0.0 -0.1 -0.33
H 4.1260 -2.7826 -3.0849 -0.1 0.1 0.1 0.47
H 2.7469 1.6014 -2.4422 0.0 -0.1 0.1 -0.01
H 3.6268 0.6775 -1.1930 -0.1 0.0 -0.1 0.53
H 1.9728 0.2046 -1.6730 0.1 0.0 0.0 0.17
H 0.3906 -4.6263 -2.2816 -0.2 0.2 0.1 0.64
H 0.5591 -2.9704 -1.6665 0.0 -0.1 -0.2 0.22
H -1.6484 -3.3916 -1.0802 0.1 -0.1 -0.1 0.04
H -1.9296 -4.4949 -2.4325 0.0 0.2 -0.1 0.38
H -1.9492 -0.6545 -4.9075 -0.1 0.0 0.1 0.34
H -3.1476 0.5373 -4.3435 0.2 0.0 0.0 0.40
H -1.3909 0.7960 -4.0938 -0.4 -0.4 -0.4 0.42
H -1.1607 0.6725 -1.0462 2.0 -4.7 1.6 -0.04
H 0.0071 -0.5011 -1.6761 0.0 0.0 0.0 -0.63
H -1.0684 -0.9319 -0.3083 0.0 -0.3 -0.2 0.53
H -4.7775 -0.7855 -2.3818 0.1 0.0 0.1 0.29
H -3.9727 0.5265 -1.5025 -0.1 -0.1 0.0 0.34
H -4.0955 -1.0770 -0.7584 0.1 0.0 -0.1 0.23
C 0.9565 0.4807 3.7649 0.0 -0.1 -0.2 -1.04
O 0.5459 -0.8634 3.8620 0.0 0.2 0.0 -0.17
C 0.9107 -1.5132 5.0562 0.3 -0.2 -0.2 -0.61
C -0.1753 -2.4691 5.4877 0.4 -0.2 0.2 -0.28
O -1.2928 -1.8394 6.0623 -0.2 0.0 0.1 -0.49
C -2.0776 -1.0435 5.2005 -0.4 0.1 0.0 -0.22
C -2.8207 -1.8155 4.1286 0.0 0.3 -0.3 -0.64
O -1.9442 -2.2174 3.0892 -0.2 -0.3 0.2 -0.16
C -2.2863 -3.4494 2.4861 0.1 0.2 -0.1 -0.88
H 2.0442 0.5784 3.6621 0.0 0.0 0.1 0.37
H 0.4867 0.8898 2.8717 0.0 0.0 0.0 0.31
H 0.6311 1.0660 4.6348 0.0 0.0 0.0 0.41
H 1.1251 -0.7958 5.8585 -0.1 0.0 0.0 0.35
H 1.8194 -2.1078 4.8826 0.1 0.1 0.1 0.36
H 0.2350 -3.0863 6.2912 0.0 0.0 0.0 0.43
H -0.4469 -3.1292 4.6596 0.0 0.1 0.0 0.08
H -1.4992 -0.2355 4.7444 0.0 -0.1 0.0 -0.01
H -2.8304 -0.5948 5.8536 0.0 0.0 0.0 0.44
H -3.5813 -1.1363 3.7160 -0.1 -0.1 0.0 0.37
H -3.3381 -2.6766 4.5701 0.1 0.0 0.0 0.39
H -2.4332 -4.2408 3.2311 0.0 0.0 0.0 0.43
H -1.4524 -3.7255 1.8428 0.0 0.0 0.0 0.20
H -3.1864 -3.3720 1.8651 0.0 0.0 0.1 0.32
C -1.1037 2.0755 -2.0093 -0.3 2.8 -1.0 -0.27
O -0.0739 2.7016 -1.2783 -0.2 0.0 0.3 0.05
C 0.5472 3.7873 -1.9326 0.2 -0.2 -0.3 -0.47
C 0.9495 4.8448 -0.9408 0.4 0.0 -0.2 -0.48
O -0.1282 5.5696 -0.3932 -0.1 0.3 0.2 -0.48
C -0.9535 4.8999 0.5329 -0.3 -0.1 0.0 -0.12
C -0.3359 4.6598 1.8876 0.1 -0.2 0.2 -0.66
O 0.6703 3.6608 1.8185 -0.1 0.2 -0.1 0.00
C 1.7287 3.8331 2.7214 0.0 -0.2 0.1 -0.91
H -0.7172 1.4693 -2.8249 0.2 0.2 0.4 -0.52
H -1.6352 1.4234 -1.3194 -1.7 3.9 -1.5 0.26
H -1.8052 2.8128 -2.4175 0.1 0.3 -0.2 0.48
H -0.1145 4.2209 -2.6924 0.0 0.0 0.1 0.38
H 1.4608 3.4453 -2.4394 -0.1 0.0 -0.1 0.26
H 1.5393 5.5907 -1.4796 0.0 0.0 0.0 0.45
H 1.5809 4.4049 -0.1657 -0.1 0.0 0.0 0.10
H -1.3248 3.9558 0.1280 0.1 0.0 0.0 -0.08
H -1.8037 5.5703 0.6839 0.0 0.0 0.0 0.41
H -1.1424 4.3287 2.5582 0.1 0.0 0.1 0.35
H 0.0773 5.5953 2.2853 0.0 0.0 -0.1 0.38
H 2.0946 4.8661 2.7456 -0.1 0.0 0.0 0.43
H 2.5367 3.1850 2.3839 0.0 0.0 0.1 0.22
H 1.4461 3.5349 3.7392 0.0 0.1 0.0 0.28
```
Forces are in eV/Å.

One molecule with the formula C9H8BrNO2S at a distorted geometry. Source: the Open Molecules 2025 dataset; level of theory: ωB97M-V/def2-TZVPD.

* largest force on an atom: 4.5 eV/Å
* energy: -3525.046417 Eh

```
22
Properties=species:S:1:pos:R:3:forces:R:3:mulliken_charge:R:1
C -0.0637 3.6691 0.6288 -0.6 -1.9 0.9 -0.28
C 1.8482 4.9470 0.2610 1.3 4.2 -0.2 -0.08
C 1.1412 2.9340 0.4059 -3.8 1.3 0.3 -0.24
C 1.3661 1.5478 0.2776 -2.0 -4.0 -0.7 1.05
C 2.2551 0.5814 0.0526 -1.0 0.8 -0.5 -0.55
C 1.6404 -0.7690 -0.2876 -0.3 -0.5 0.1 0.25
C 0.1188 -0.8052 -0.0205 -0.8 -1.8 -0.3 1.63
C -0.5377 -1.4830 -1.2478 -1.9 1.5 0.1 -1.54
C -0.1693 -1.5431 1.3108 1.6 -0.2 0.5 -1.41
N 2.1708 3.7425 0.1666 1.7 -0.9 -0.3 -0.37
O 2.2507 -1.6904 -0.7389 0.3 0.2 0.1 -0.52
O -0.3526 0.4611 0.0430 2.6 3.6 0.7 -0.67
S 0.1819 5.3804 0.6679 1.4 -2.2 -0.6 -0.11
Br 4.0922 0.7047 -0.3618 -0.5 0.3 0.5 -0.05
H -1.0688 3.2543 0.9196 1.4 0.3 -0.6 0.37
H 2.6393 5.7135 0.0612 -1.1 -0.4 0.3 0.43
H 0.0218 -2.2951 -1.6159 0.5 -1.3 -0.2 0.38
H -0.4603 -0.6801 -1.9614 0.0 0.1 -0.8 0.42
H -1.6789 -1.6790 -1.2068 2.0 0.1 0.6 0.33
H 0.6757 -2.2448 1.5748 -0.7 0.9 -0.1 0.28
H -1.0704 -2.1647 1.3943 0.0 0.6 -0.5 0.30
H -0.2064 -0.6626 1.9661 -0.1 -0.8 0.6 0.37
```
Forces are in eV/Å.